Entry 1:
Computed, not measured: 4 unconnected molecules or ions with the total composition C15H35FNO9 in a non-equilibrium geometry, with ωB97M-V/def2-TZVPD.

```
61
Properties=species:S:1:pos:R:3:forces:R:3
N -18.9135 33.7984 39.9320 -1.442 1.450 1.883
H -18.9526 33.0846 39.2417 0.637 -0.905 -0.649
H -19.9034 34.0695 40.1687 0.797 -0.516 0.262
H -18.5896 34.6767 39.5701 0.624 0.538 -0.892
H -18.3438 33.6108 40.7755 -0.692 -0.446 -0.627
C -23.7507 32.1238 43.5940 2.252 -2.677 -2.619
C -23.1420 30.6729 43.3513 -0.102 0.894 2.610
O -21.8520 30.9105 42.7479 -1.873 -1.638 -0.019
C -21.6642 32.2253 42.6820 5.165 -1.002 -2.362
O -20.6281 32.6991 42.2207 -1.665 -0.484 0.507
O -22.6033 32.8593 43.1870 -3.334 4.511 1.218
F -24.0356 29.9593 42.6729 0.055 -0.460 -1.579
H -23.9346 32.4142 44.5697 -0.785 0.200 1.826
H -24.5699 32.1693 42.8780 -0.073 0.696 0.196
H -22.9967 30.1143 44.2737 0.444 0.045 0.041
C -18.3466 30.3677 40.7584 3.408 0.328 2.876
O -17.5969 31.0576 39.6835 -1.037 0.045 3.186
C -17.8562 30.6091 38.4210 1.007 -0.876 -2.420
C -17.0075 31.4915 37.4074 5.156 -14.853 1.453
O -17.4209 32.5934 37.3619 -3.819 15.420 -0.732
C -16.4311 33.5678 36.9473 -1.390 1.242 -3.249
C -17.0541 34.9439 36.4874 2.647 -1.476 7.092
O -17.9418 35.3643 37.5237 -0.357 1.394 -1.546
C -18.4714 36.6746 37.1956 -0.641 0.295 3.848
H -18.0619 29.2819 41.1674 -0.789 1.900 -2.206
H -19.3235 30.6968 40.7054 -2.605 -0.583 -0.691
H -18.1250 30.8951 41.7617 0.453 -0.196 -1.603
H -18.9175 30.4895 38.0561 0.503 0.730 0.738
H -17.4478 29.6161 38.3817 0.165 -0.865 -0.559
H -17.1425 31.0200 36.4352 0.445 -1.131 -0.574
H -15.8298 31.3329 37.6808 -2.344 0.420 -0.233
H -15.7961 33.3056 36.0030 -0.978 -0.419 1.914
H -15.8957 33.7710 37.7870 2.224 0.130 2.284
H -17.4076 34.6406 35.6475 -3.355 -0.513 -5.755
H -16.2199 35.6169 36.4487 0.424 0.515 -0.538
H -17.7728 37.5192 37.1979 0.757 -0.384 1.011
H -19.2980 36.8775 37.9998 1.399 -0.276 -1.745
H -18.7802 36.8247 36.2236 -1.572 -0.810 -2.299
C -17.1135 36.7884 40.6358 3.834 0.804 -1.645
O -18.3793 36.3931 41.0713 1.423 -0.937 -0.749
C -19.2184 37.3934 41.4801 0.193 -1.675 6.300
C -20.6257 36.8596 41.5910 -0.254 0.352 6.225
O -20.9028 36.0812 40.5847 -2.971 -1.768 -4.553
C -22.3521 35.8603 40.2974 1.785 -0.923 -0.892
C -22.3217 35.5267 38.8248 -0.669 1.063 -3.029
O -21.4111 34.4256 38.5498 -1.090 0.829 -0.485
C -21.3546 33.9385 37.1847 1.701 -2.183 1.180
H -16.9686 37.6112 39.8113 -1.384 -1.644 0.799
H -16.3374 35.9351 40.3228 -2.483 1.178 0.514
H -16.4980 37.2929 41.3781 -0.405 -0.073 1.002
H -19.3300 38.1396 40.8885 -0.006 4.666 -5.063
H -18.8770 38.0734 42.4642 -0.649 -2.392 -1.743
H -21.2432 37.7748 41.6397 -0.177 -0.323 0.248
H -20.8598 36.1435 42.5519 0.832 2.194 -1.224
H -23.0967 36.6491 40.3856 0.747 0.919 0.430
H -22.7089 35.0690 40.9508 0.154 -0.424 -0.019
H -21.9061 36.5118 38.2262 -1.037 -2.266 1.456
H -23.4426 35.3564 38.3942 2.581 0.034 0.993
H -20.6051 33.0357 37.2916 -2.057 0.989 -0.184
H -20.7341 34.4709 36.4720 -0.413 1.312 0.073
H -22.3494 33.6761 36.7737 0.635 0.024 0.319
```
Forces are in eV/Å.

- net charge = +1
- energy relative to the best compared isomer or geometry (same formula, charge and spin) (kcal/mol) = 0.00
- E_LUMO (eV) = -1.717

=====

Entry 2:
Computed, not measured: 5 unconnected molecules or ions with the total composition C15H35N5O5 in a non-equilibrium geometry, with ωB97M-V/def2-TZVPD.

```
60
Properties=species:S:1:pos:R:3:forces:R:3
C 23.3290 30.8880 11.6470 2.988 -3.922 -2.437
C 21.9600 30.3550 11.5780 -2.277 -2.895 -1.532
O 21.1870 30.4850 12.5010 -0.260 0.413 -0.145
N 21.5530 29.5780 10.4010 0.116 1.944 2.149
C 20.1980 28.9830 10.1750 2.693 -0.045 -0.754
H 23.7880 31.0270 10.6160 -0.480 -0.430 1.127
H 24.0460 30.1650 12.2570 -1.632 1.590 -1.145
H 23.2950 31.8110 12.0390 -0.027 3.157 1.900
H 22.2950 29.1750 9.8730 0.349 0.030 -0.372
H 19.4090 29.7030 10.1950 -0.308 0.539 -0.134
H 20.0270 28.2210 10.8900 -0.447 -0.754 0.829
H 20.3410 28.4960 9.1870 -0.711 0.408 0.507
C 20.3340 33.2400 10.4170 5.844 0.110 3.137
C 21.0790 34.5580 10.0180 0.586 1.563 -0.513
O 21.7190 34.7340 8.9760 -0.314 -1.860 -1.000
N 21.0510 35.6160 10.8130 -4.227 -2.296 6.032
C 21.6300 36.9410 10.7510 1.205 -4.147 4.828
H 20.2550 32.9530 11.5490 0.194 1.190 -1.873
H 21.1020 32.5260 10.0390 -1.202 -0.090 -0.169
H 19.4280 33.1780 10.0190 -3.694 -0.421 -2.103
H 20.4540 35.3040 11.7850 2.144 1.937 -3.125
H 20.9640 37.6060 11.1420 -1.754 1.839 1.370
H 21.7980 37.1780 9.8390 1.405 1.535 -6.200
H 22.5720 36.9030 11.3390 -0.419 0.493 -0.377
C 17.0100 34.1250 3.5130 -1.385 -2.207 1.646
C 18.0820 33.7040 4.5940 0.257 0.880 -0.908
O 18.9840 32.8940 4.3830 -1.393 0.803 0.238
N 18.0350 34.5150 5.6680 0.546 1.485 3.061
C 18.9430 34.5280 6.8550 -0.701 -3.790 0.009
H 17.4720 33.7580 2.6530 0.025 -1.245 -1.683
H 16.8360 35.1240 3.2600 0.436 2.095 0.579
H 15.9140 33.7720 3.6810 2.116 -0.183 -0.225
H 17.2090 35.0050 5.9470 -0.642 0.042 -0.990
H 19.9330 34.4350 6.5520 1.846 0.220 -0.872
H 18.8280 33.5180 7.3780 -0.121 1.225 -0.281
H 18.9290 35.2820 7.6310 -0.923 0.667 -0.546
C 20.0750 37.1950 14.8940 4.071 -3.265 -4.291
C 19.2850 36.7500 13.6320 2.729 0.862 3.274
O 19.4290 35.6540 13.1900 0.375 -3.647 -0.987
N 18.4980 37.5740 13.0490 -5.388 5.146 -3.606
C 17.5150 37.0000 11.9380 1.727 0.205 2.003
H 19.4350 37.1230 15.6390 -2.712 0.462 3.933
H 20.6100 38.0880 14.6830 0.017 1.120 0.416
H 20.9210 36.3490 15.0660 -2.100 1.933 -0.454
H 18.1250 38.5860 13.3370 1.835 -3.327 -0.234
H 16.8930 36.3630 12.5710 -0.568 0.167 -0.774
H 17.9810 36.3960 11.1550 0.467 0.113 0.546
H 17.0660 37.8430 11.4370 -0.511 0.202 0.331
C 23.1220 37.2400 7.3310 -1.877 -2.912 -0.103
C 24.3460 36.3280 7.3250 3.388 1.463 -2.333
O 25.3420 36.6040 6.5380 -3.133 -1.224 2.951
N 24.3470 35.3840 8.2830 1.328 -0.871 -1.753
C 25.5730 34.7460 8.8370 -9.226 4.411 7.300
H 22.1630 36.4970 7.4180 2.076 1.996 0.724
H 22.9480 37.5740 6.3120 0.537 0.957 0.238
H 23.2910 37.9720 8.1670 -0.721 -0.487 -1.128
H 23.4630 35.1500 8.6240 -1.574 -0.581 0.887
H 25.4520 33.9480 9.5890 -1.027 0.455 -0.249
H 25.8030 35.6430 9.3380 2.162 0.465 1.318
H 26.2230 34.4330 8.3130 8.291 -3.522 -8.038
```
Forces are in eV/Å.

- net charge = 0
- energy relative to the best compared isomer or geometry (same formula, charge and spin) (kcal/mol) = 163.23
- E_LUMO (eV) = 0.225

=====

Entry 3:
Computed, not measured: a molecular structure, C15H35O17P2V in a non-equilibrium geometry, with ωB97M-V/def2-TZVPD.

```
70
Properties=species:S:1:pos:R:3:forces:R:3
O -0.9017 -0.2499 0.4323 -0.604 1.319 -0.921
V -1.1920 1.2121 -0.1285 4.279 -1.030 1.608
O 0.2011 2.0013 -0.0075 -2.331 -1.138 -0.454
O -4.6050 3.2349 -1.0765 0.873 -1.602 0.257
C -3.5412 2.4671 -0.9826 -2.535 0.379 -0.060
O -2.4087 2.9334 -1.0252 1.846 -0.084 0.159
O -3.5503 1.2084 -0.8208 -0.035 0.043 -0.053
H -4.1787 4.0823 -0.9290 -0.547 1.371 -0.150
C -0.7625 -2.5698 -2.8138 -0.180 -1.078 1.176
O -0.8881 -1.6569 -3.8708 -0.710 4.402 -0.195
P -1.0887 -0.0213 -3.6188 1.166 -2.686 -3.507
O -0.7642 0.4616 -2.2465 -0.955 0.534 -0.276
O -0.1201 0.5921 -4.8119 -1.980 0.242 3.744
C -0.1888 0.1434 -6.1461 0.144 -0.822 -1.012
O -2.5984 0.2421 -4.1902 4.171 -5.054 1.216
C -3.0105 1.4852 -4.2005 -2.843 4.619 0.519
H 0.1688 -3.1169 -2.9601 -0.222 -0.101 0.112
H -1.6308 -3.2286 -2.8219 0.234 -0.230 -0.174
H -0.7666 -2.1168 -1.8224 0.242 0.307 -0.075
H -0.2854 0.9723 -6.8473 0.532 0.268 0.336
H -1.0439 -0.4826 -6.4013 -0.047 -0.290 0.553
H 0.7375 -0.4228 -6.2441 -0.177 0.056 -0.755
H -3.8881 1.5019 -3.5543 -0.793 0.303 -0.443
H -3.2572 1.8035 -5.2134 -0.085 0.217 0.102
H -2.4148 2.2510 -3.7037 0.924 -0.067 -0.346
C -3.7267 1.9054 5.2781 0.456 -0.533 2.047
O -3.2811 1.9305 3.9639 1.881 0.864 -3.381
P -1.7291 1.8070 3.5107 0.149 -0.156 1.598
O -1.5381 1.7676 2.0176 -1.089 0.133 0.915
O -1.1890 0.5190 4.3524 -0.104 2.498 -1.639
C -1.7015 -0.7813 4.0719 0.562 -0.748 0.443
O -0.9371 3.0335 4.2305 -3.493 -2.730 -0.981
C 0.3923 3.2681 3.9805 2.946 1.655 -0.016
H -3.8829 0.8508 5.5051 0.035 0.115 0.589
H -4.6483 2.4417 5.5040 -0.052 0.125 -0.940
H -2.9622 2.3730 5.8986 -0.055 -0.337 0.402
H -2.3465 -0.8234 3.1941 -0.321 0.104 0.315
H -2.1164 -1.0831 5.0336 -0.626 -0.344 -0.460
H -0.8616 -1.4482 3.8772 0.092 0.125 -0.110
H 0.9965 2.6269 3.3386 -0.773 -0.704 -0.146
H 0.9202 3.3143 4.9330 -0.076 -0.049 0.062
H 0.4777 4.2548 3.5253 -0.017 0.097 0.026
O 4.3701 1.4328 -2.5043 -1.254 -1.786 3.499
C 3.8423 0.8435 -1.5297 0.552 0.839 -2.344
O 4.4193 0.5668 -0.3191 0.312 0.648 -0.867
C 5.7578 1.1096 -0.0663 0.950 -0.047 -0.627
C 6.8320 -0.0086 -0.1767 -1.589 0.002 -0.150
C 2.3791 0.3326 -1.5800 1.143 0.547 0.039
H 5.7607 1.5808 0.9166 -0.324 -0.245 0.027
H 5.9660 1.8825 -0.8062 -0.185 -0.013 0.003
H 7.8655 0.2600 0.0422 -0.282 0.345 0.148
H 6.7799 -0.3949 -1.1946 0.159 -0.051 -0.026
H 6.4868 -0.8019 0.4863 0.378 -0.180 0.079
H 2.1374 -0.0048 -2.5879 0.247 -0.149 0.093
H 1.7393 1.1957 -1.3962 0.102 -0.086 0.148
H 2.2032 -0.4280 -0.8194 -0.073 0.067 -0.120
O -0.4709 -4.5640 -0.5956 0.480 0.994 2.951
C -0.6380 -4.1472 0.5649 -0.661 0.452 -2.343
O 0.2308 -3.4309 1.3141 -0.636 -1.136 -0.484
C 1.5236 -3.0815 0.7841 -0.061 -0.377 -0.012
C 2.0491 -2.0153 1.6956 0.367 0.560 -0.188
C -2.0107 -4.2399 1.2075 -0.861 -0.107 0.300
H 1.4023 -2.8051 -0.2633 -0.021 0.339 0.061
H 2.2170 -3.9224 0.7920 -0.301 -0.348 0.051
H 2.3409 -2.3933 2.6755 -0.124 -0.189 -0.066
H 1.3178 -1.2196 1.8373 0.012 0.060 -0.106
H 2.9425 -1.5972 1.2318 0.075 0.197 0.091
H -2.8368 -4.0876 0.5129 0.512 -0.325 -0.788
H -2.3175 -3.5083 1.9549 1.022 0.015 0.444
H -2.1775 -5.2376 1.6136 0.180 -0.018 0.101
```
Forces are in eV/Å.

- net charge = +1
- energy relative to the best compared isomer or geometry (same formula, charge and spin) (kcal/mol) = 0.00
- 2S+1 = 2
- E_LUMO (spin up / spin down) (eV) = -4.197 / -8.679

=====

For each record above, in turn, the calculated total energy values are -38742.312 -33805.825 -95191.583 eV.